The following is a quantum chemistry calculation of 5 unconnected molecules or ions with the total composition C16H32F9NO8 at a distorted geometry, from the Open Molecules 2025 dataset.

Atoms and positions in Å:
O  13.38307  -17.49878  1.29716
H  12.78230  -17.86163  0.64218
H  13.38382  -18.00650  2.11192
H  12.96888  -16.64489  1.44180
C  11.38376  -14.53335  1.29717
O  12.30358  -15.19346  0.40241
O  11.28772  -15.42648  2.35462
C  11.58024  -13.01298  1.51432
F  12.83467  -12.52768  1.31290
F  10.70471  -12.36256  0.80081
F  11.37234  -12.68476  2.80187
C  12.33647  -14.84043  -0.99619
C  13.59932  -15.48402  -1.63183
H  13.74929  -16.51749  -1.31949
H  13.54310  -15.27652  -2.70042
H  14.47770  -14.88307  -1.39642
H  12.29505  -13.78430  -1.26261
H  11.43212  -15.25510  -1.44152
H  10.40984  -14.64358  0.82028
C  11.10397  -18.79206  -1.39679
O  9.89332  -19.61034  -1.58247
O  10.93990  -18.09009  -0.13524
C  12.27853  -19.84085  -1.48753
F  12.29937  -20.83583  -0.62153
F  12.56053  -20.35620  -2.61262
F  13.42023  -19.18043  -1.35042
C  8.90319  -19.19088  -2.52219
C  7.69474  -20.14648  -2.72769
H  8.00687  -21.08329  -2.26612
H  6.87184  -19.87991  -2.06446
H  7.28476  -20.28558  -3.72802
H  9.35780  -19.15271  -3.51213
H  8.51571  -18.18992  -2.33239
H  11.15120  -18.03603  -2.18056
C  14.31846  -17.93765  5.04241
O  13.89654  -16.74481  5.74733
O  13.19420  -18.32129  4.31608
C  15.69175  -17.64655  4.35437
F  16.37247  -18.78637  4.03389
F  15.65898  -16.98639  3.17882
F  16.56403  -16.99297  5.15551
C  14.04489  -16.78119  7.19520
C  13.97651  -15.29068  7.58954
H  13.96706  -15.09066  8.66099
H  14.84357  -14.73295  7.23566
H  13.04141  -14.93922  7.15347
H  14.88644  -17.36113  7.57409
H  13.25640  -17.37174  7.66172
H  14.52645  -18.66209  5.82983
C  14.07220  -21.97072  4.01962
C  14.68946  -21.87367  2.54935
C  14.02709  -22.91457  1.51690
O  14.06651  -24.29665  1.94949
C  13.34744  -25.11876  1.20619
N  14.29984  -20.55431  2.07825
H  14.46238  -21.21286  4.69896
H  14.00029  -23.00779  4.34735
H  12.99244  -21.85592  3.92461
H  15.77456  -21.96750  2.50622
H  14.48579  -22.70012  0.55165
H  12.94472  -22.80069  1.45683
H  13.37477  -24.84527  0.15141
H  12.29534  -25.09488  1.49012
H  13.79169  -26.09657  1.39230
H  14.76149  -20.56215  1.17996
H  15.05437  -20.00101  2.45857

Electronic energy, eV: -59432.7523
Frontier orbital gap, eV: 5.6
2S+1: 1
Lowest unoccupied orbital energy, eV: 4.45
Relative energy (zero: lowest compared OMol25 entry of this formula, charge and spin), eV: 1.9862
Charge: -2
E_HOMO, eV: -1.15

---

The following is a quantum chemistry calculation of 6 unconnected molecules or ions with the total composition C16H32FNO10S2 at a distorted geometry, from the Open Molecules 2025 dataset.

Atoms and positions in Å:
N  -1.85675  -3.27562  0.24487
H  -2.09118  -4.21837  -0.08893
H  -2.44303  -2.57508  -0.35655
H  -0.69746  -3.03705  0.17080
H  -2.08727  -3.15852  1.16009
F  -0.57364  -0.56366  0.09677
C  -0.93333  4.31605  1.22227
C  -1.79214  2.89763  1.58469
C  -0.78482  1.91934  2.33790
O  -1.01803  2.24668  3.64918
C  -2.29207  2.80866  3.78879
O  -2.93668  3.06481  4.80631
O  -2.76031  3.14718  2.64874
H  -0.43252  4.83609  2.13896
H  -1.47519  5.23169  0.75832
H  -0.24968  4.16344  0.58710
H  -2.08420  2.55117  0.72133
H  0.23351  2.12732  1.97288
H  -0.99005  0.83224  2.05635
C  1.91484  1.65135  -0.96299
C  2.61992  0.27312  -1.06495
C  1.84086  -0.65008  -2.05859
O  2.93601  -1.12019  -2.88982
C  4.00365  -0.34526  -2.70849
O  5.03989  -0.63732  -3.22259
O  3.79295  0.52440  -1.77619
H  2.71809  2.20474  -0.36659
H  0.94559  1.66271  -0.33441
H  1.82669  2.14411  -1.80604
H  2.85117  -0.43205  -0.42829
H  1.00790  -0.31552  -2.48008
H  1.46144  -1.31348  -1.32264
C  -2.75642  1.35789  -3.14759
C  -2.42782  0.75044  -4.45416
C  -3.23654  -0.42824  -4.70691
S  -3.70231  -0.92150  -2.96982
O  -3.33639  -2.27874  -2.65879
O  -5.06503  -0.56208  -2.90458
C  -2.71004  0.29635  -2.19370
H  -3.74108  1.77180  -3.17891
H  -2.28854  2.15989  -2.75003
H  -1.37014  0.44896  -4.65613
H  -2.68397  1.44212  -5.36779
H  -2.30961  -1.36341  -4.93846
H  -4.09749  -0.64677  -5.32101
H  -1.75032  -0.14571  -2.05554
H  -2.88215  0.78503  -1.21437
C  3.39903  -0.93648  2.66582
C  3.60440  -2.06494  3.68727
C  2.72459  -3.25157  3.40671
S  1.31050  -2.61964  2.54439
O  0.21162  -2.82215  3.40266
O  1.31905  -3.24101  1.27045
C  1.82679  -1.00134  2.46879
H  3.89939  -1.05512  1.83605
H  3.71896  0.16671  3.06876
H  3.43567  -1.76971  4.60248
H  4.65189  -2.26546  3.51878
H  2.51686  -3.68833  4.50160
H  3.23459  -4.02252  2.86719
H  1.24728  -0.43109  3.14679
H  1.56303  -0.62390  1.45186

Electronic energy, eV: -63455.2746
Frontier orbital gap, eV: 9.4
2S+1: 1
Lowest unoccupied orbital energy, eV: -0.31
Relative energy (zero: lowest compared OMol25 entry of this formula, charge and spin), eV: 1.2915
E_HOMO, eV: -9.73

---

Which of these has the lowest lowest unoccupied orbital energy? C16H32FNO10S2

---

Number 2 is which compound? C16H32FNO10S2